{"formula": "C15H20BCl42OP", "method": "the ωB97M-V functional and the def2-TZVPD basis", "elements": ["Cl", "Cl", "Cl", "Cl", "Cl", "Cl", "Cl", "Cl", "Cl", "Cl", "Cl", "Cl", "Cl", "Cl", "Cl", "Cl", "Cl", "Cl", "Cl", "Cl", "Cl", "Cl", "Cl", "Cl", "Cl", "Cl", "Cl", "Cl", "Cl", "Cl", "Cl", "Cl", "Cl", "Cl", "Cl", "Cl", "Cl", "Cl", "Cl", "Cl", "Cl", "Cl", "P", "O", "C", "C", "C", "C", "C", "C", "C", "C", "C", "C", "C", "C", "C", "C", "C", "B", "H", "H", "H", "H", "H", "H", "H", "H", "H", "H", "H", "H", "H", "H", "H", "H", "H", "H", "H", "H"], "coordinates": [[-5.061, 2.155, 3.705], [-0.239, -4.734, 5.718], [7.327, -3.440, -8.808], [2.085, 3.993, -1.031], [6.986, 1.363, -9.398], [1.667, 6.680, -2.074], [-0.097, 3.530, 10.229], [-3.682, 1.833, 7.584], [-0.814, 2.306, 7.402], [-7.227, -3.945, -4.964], [6.023, -8.352, 6.722], [0.097, 2.671, -5.784], [6.924, -6.690, 4.507], [-2.023, 5.706, -4.617], [-5.401, -1.681, -5.125], [5.185, 3.564, -8.769], [3.002, -5.408, -1.727], [4.118, 0.891, -9.216], [1.540, -4.106, 3.499], [-3.397, 7.219, -2.541], [-4.402, 4.606, -3.345], [9.719, -2.042, -9.707], [5.530, -5.482, 6.761], [1.763, -5.028, -4.335], [-1.008, -4.011, -2.556], [2.475, 3.771, -7.055], [1.102, 5.284, -4.980], [2.644, 3.614, 9.246], [-3.661, -2.086, 5.238], [-4.657, -4.239, -6.303], [0.998, 6.016, 9.177], [-2.654, -1.609, -2.625], [9.072, -2.144, -6.869], [-1.770, -1.308, 3.164], [-0.567, 5.195, -0.940], [-5.581, 0.255, 5.850], [1.666, -7.637, -3.043], [-2.615, 4.507, 8.031], [-7.177, 0.174, 3.415], [1.746, -6.680, 4.847], [-3.748, -4.095, -1.573], [-1.374, -0.411, 5.907], [-1.928, 1.025, 1.376], [-1.128, -0.175, 0.395], [5.483, 1.827, -8.583], [-3.667, 1.481, 0.685], [-1.965, -1.725, 4.875], [2.623, -6.165, -3.283], [0.646, -5.390, 4.330], [0.905, 4.151, -6.328], [-2.317, 2.770, 8.217], [5.671, -6.921, 5.738], [-6.304, 1.218, 4.550], [-5.528, -3.443, -4.981], [0.948, 5.076, -1.852], [8.412, -2.071, -8.512], [-3.594, 6.086, -3.889], [1.361, 4.524, 10.061], [-2.291, -3.101, -1.740], [-0.873, 2.641, 1.077], [-1.941, -2.832, -0.741], [-0.138, -0.158, 0.605], [0.279, 4.626, -7.088], [-3.896, 2.641, 0.848], [-4.528, 0.897, 1.227], [3.562, -6.441, -3.770], [-3.680, 1.322, -0.489], [-1.371, -2.618, 5.082], [0.725, 4.659, -2.837], [-1.252, 3.587, 1.708], [-7.019, 1.915, 4.996], [1.711, 4.792, 11.061], [5.587, 1.608, -7.518], [-5.070, -3.745, -4.036], [-4.219, 6.560, -4.649], [-2.213, 2.551, 9.282], [7.835, -1.147, -8.610], [-0.077, -5.815, 3.629], [4.716, -7.079, 5.231], [0.025, 2.664, 0.318]], "mulliken_charge": [-0.07, -0.17, -0.12, -0.16, -0.15, -0.12, -0.08, -0.04, -0.11, -0.13, -0.12, -0.11, -0.12, 0.00, -0.11, -0.14, -0.11, -0.10, -0.12, -0.11, -0.11, -0.12, -0.12, -0.11, -0.06, -0.05, -0.10, -0.12, -0.13, -0.13, -0.12, -0.07, -0.12, -0.07, -0.16, -0.10, -0.12, -0.10, -0.14, -0.12, -0.16, -0.05, 0.46, -0.49, 0.07, -0.80, 0.69, 0.00, 0.05, -0.09, -0.06, 0.33, -0.07, 0.54, 0.60, 0.53, -0.11, -0.02, 0.15, 0.28, 0.13, 0.27, 0.33, 0.28, 0.21, 0.33, 0.25, -0.46, -0.24, -0.10, 0.36, 0.34, 0.31, -0.17, 0.35, 0.31, -0.14, 0.31, 0.03, -0.21], "max_force_ev_per_a": 2.643, "total_charge": 0, "orbital_gap_ev": 7.77}